Density functional theory data (ωB97M-V/def2-TZVPD) for a 2-piece molecular cluster, C9H30FN3O4P3 overall.

Last column: Löwdin charge in e.
Geometry (Å):
O  3.8527  -2.7555  -1.5454  -0.465
P  4.7916  -1.7529  -2.3345  0.579
O  6.4504  -2.2124  -1.8945  -0.330
O  4.7140  -1.9922  -4.0877  -0.312
P  4.5865  0.3462  -1.7355  0.157
C  2.6862  0.2438  -1.5625  -0.446
C  1.8958  -0.3108  -2.8871  -0.240
C  0.9108  -1.5950  -2.4766  -0.152
F  0.7524  -2.5086  -3.6593  -0.177
H  6.4286  -2.6236  -0.9737  0.061
H  4.0462  -2.7616  -4.1669  0.074
H  4.6673  -0.0472  -0.3219  -0.050
H  6.0404  0.4267  -1.7698  -0.079
H  4.5132  0.8169  -3.1254  -0.047
H  4.5469  1.7421  -1.2821  -0.084
H  2.3217  -0.3729  -0.6089  0.077
H  2.3113  1.3578  -1.3565  0.072
H  2.5709  -0.5277  -3.8183  0.086
H  1.1535  0.5621  -3.2217  0.099
H  1.3037  -2.1956  -1.5486  0.109
H  -0.1281  -1.1195  -2.1350  0.107
O  -1.1147  -1.2386  0.9577  -0.296
P  -1.8515  -0.1808  1.8153  0.757
N  -3.2903  -0.4395  0.9392  -0.338
C  -4.1440  0.5272  0.2797  -0.134
C  -3.9526  -1.7283  1.1229  -0.143
N  -0.9921  1.1312  1.1027  -0.331
C  -1.5762  2.2414  0.3695  -0.144
C  0.3419  0.8584  0.5575  -0.152
N  -2.6986  1.0353  2.8012  -0.279
C  -1.7783  1.6769  3.7728  -0.142
C  -3.8071  0.5126  3.6242  -0.142
H  -4.5047  1.3086  0.9542  0.065
H  -5.0416  0.0715  -0.1563  0.078
H  -3.6351  0.9913  -0.5651  0.062
H  -4.5332  -1.7518  2.0493  0.055
H  -3.2253  -2.5453  1.1740  0.070
H  -4.6237  -1.9773  0.2940  0.078
H  -1.7558  1.9814  -0.6787  0.079
H  -0.9016  3.1064  0.3816  0.079
H  -2.5042  2.6054  0.8151  0.065
H  0.2795  0.3895  -0.4319  0.051
H  0.9115  0.2046  1.2256  0.079
H  0.9329  1.7809  0.4611  0.081
H  -1.3585  0.9335  4.4620  0.081
H  -2.2981  2.4458  4.3534  0.078
H  -0.9450  2.1883  3.2873  0.074
H  -3.4903  -0.3551  4.2128  0.086
H  -4.6706  0.2277  3.0204  0.063
H  -4.1888  1.2785  4.3105  0.082

The total charge is -1. The HOMO energy is -4.04 eV. The LUMO energy is 0.78 eV. The electronic energy comes out at -1949.884473 Ha. The HOMO-LUMO gap is 4.82 eV.